{
  "formula": "C30H23Cl3EuF3GeN3O3PS4",
  "method": "wB97M-V/def2-TZVPD",
  "s_squared": 16.22,
  "spin_multiplicity": 8,
  "total_charge": -1,
  "total_energy_ev": -216277.820,
  "homo_energy_ev": [-4.197, -3.859],
  "gap_ev": [6.35, 5.61],
  "symbols": ["Eu", "S", "C", "N", "C", "C", "C", "C", "C", "C", "S", "H", "H", "H", "H", "O", "S", "O", "O", "C", "C", "C", "C", "C", "C", "P", "C", "C", "C", "C", "C", "C", "C", "C", "C", "C", "C", "C", "H", "H", "H", "H", "H", "H", "H", "H", "H", "H", "H", "H", "H", "H", "Cl", "Ge", "Cl", "Cl", "S", "C", "N", "C", "C", "C", "N", "H", "H", "H", "H", "F", "C", "F", "F", "H"],
  "coordinates": [[-0.52, -1.32, 1.22], [0.62, -2.37, -1.05], [-0.99, -2.31, -1.50], [-1.84, -1.85, -0.64], [-3.11, -1.88, -1.18], [-4.30, -1.46, -0.53], [-5.52, -1.55, -1.20], [-5.59, -2.04, -2.50], [-4.43, -2.46, -3.16], [-3.20, -2.37, -2.48], [-1.62, -2.80, -3.01], [-4.23, -1.08, 0.48], [-6.43, -1.22, -0.70], [-6.54, -2.10, -3.01], [-4.47, -2.85, -4.18], [0.08, 2.81, 3.07], [0.98, 1.70, 2.75], [1.91, 1.32, 3.82], [0.39, 0.60, 2.01], [2.08, 2.45, 1.53], [2.79, 3.60, 1.91], [3.65, 4.21, 1.01], [3.80, 3.68, -0.27], [3.10, 2.53, -0.64], [2.22, 1.89, 0.25], [1.28, 0.37, -0.20], [0.55, 0.74, -1.83], [0.13, 2.03, -2.17], [-0.47, 2.30, -3.41], [-0.68, 1.27, -4.32], [-0.30, -0.03, -3.99], [0.29, -0.29, -2.75], [2.67, -0.77, -0.52], [3.40, -0.83, -1.72], [4.45, -1.73, -1.87], [4.81, -2.58, -0.82], [4.11, -2.52, 0.38], [3.05, -1.62, 0.53], [2.65, 4.00, 2.92], [4.20, 5.10, 1.30], [4.48, 4.15, -0.98], [3.24, 2.14, -1.65], [0.24, 2.85, -1.47], [-0.78, 3.31, -3.65], [-1.15, 1.47, -5.28], [-0.49, -0.85, -4.68], [0.54, -1.32, -2.50], [3.15, -0.18, -2.55], [5.00, -1.77, -2.81], [5.64, -3.28, -0.94], [4.39, -3.16, 1.21], [2.53, -1.58, 1.48], [0.50, -4.82, 3.31], [-0.60, -2.99, 3.65], [-2.66, -3.46, 4.14], [0.30, -1.91, 5.30], [-3.08, -0.46, 1.18], [-2.67, 0.96, 1.87], [-2.34, 2.03, 1.10], [-2.00, 3.22, 1.67], [-1.98, 3.34, 3.06], [-2.33, 2.23, 3.83], [-2.66, 1.07, 3.22], [-2.35, 1.95, 0.05], [-1.73, 4.06, 1.05], [-1.71, 4.28, 3.52], [-2.33, 2.30, 4.91], [-0.37, -4.05, 1.38], [0.81, -3.40, 1.36], [1.36, -2.95, 2.51], [1.45, -3.19, 0.19], [-1.34, -0.54, 3.00]]
}


{
  "formula": "C30H23Cl44F5INO4",
  "method": "wB97M-V/def2-TZVPD",
  "total_energy_ev": -613816.456,
  "homo_energy_ev": -9.066,
  "gap_ev": 7.79,
  "symbols": ["C", "C", "I", "C", "C", "C", "F", "F", "C", "C", "C", "C", "C", "C", "F", "F", "F", "C", "C", "C", "C", "O", "C", "O", "C", "C", "O", "N", "C", "O", "H", "H", "H", "H", "H", "H", "H", "H", "H", "H", "H", "H", "H", "H", "H", "H", "H", "H", "H", "H", "H", "H", "H", "C", "Cl", "Cl", "Cl", "Cl", "C", "Cl", "Cl", "Cl", "Cl", "C", "Cl", "Cl", "Cl", "Cl", "C", "Cl", "Cl", "Cl", "Cl", "C", "Cl", "Cl", "Cl", "Cl", "C", "Cl", "Cl", "Cl", "Cl", "C", "Cl", "Cl", "Cl", "Cl", "C", "Cl", "Cl", "Cl", "Cl", "C", "Cl", "Cl", "Cl", "Cl", "C", "Cl", "Cl", "Cl", "Cl", "C", "Cl", "Cl", "Cl", "Cl"],
  "coordinates": [[6.65, -0.53, 2.82], [5.38, -1.54, 2.56], [5.05, -1.98, 0.40], [4.01, -1.17, 3.37], [3.30, 0.25, 3.04], [1.77, 0.02, 2.51], [1.70, -0.93, 1.34], [0.91, -0.45, 3.65], [1.04, 1.42, 1.95], [0.20, 2.45, 2.96], [-0.54, 3.80, 2.32], [-0.50, 4.21, 0.73], [0.35, 3.19, -0.28], [0.50, 3.47, -1.90], [0.26, 4.91, -2.26], [1.96, 3.23, -2.21], [-0.28, 2.52, -2.73], [1.08, 1.85, 0.35], [3.44, 1.04, 4.50], [3.54, 2.64, 4.17], [4.57, 3.60, 5.01], [5.80, 2.96, 5.48], [6.77, 2.74, 4.39], [7.47, 3.95, 3.93], [8.01, 3.58, 2.59], [9.40, 4.41, 2.21], [10.13, 3.54, 1.23], [3.89, 2.81, 2.71], [3.96, 1.40, 2.10], [4.52, 1.43, 0.90], [6.55, -0.05, 3.91], [7.66, -1.15, 2.83], [6.70, 0.38, 2.07], [5.74, -2.60, 2.99], [3.22, -2.03, 3.11], [4.25, -1.32, 4.53], [0.09, 2.19, 4.12], [-1.13, 4.47, 3.10], [-1.04, 5.18, 0.31], [1.65, 1.15, -0.41], [2.61, 0.70, 5.29], [4.42, 0.78, 5.09], [2.47, 3.04, 4.48], [4.03, 4.03, 5.98], [4.79, 4.55, 4.32], [7.61, 2.02, 4.83], [6.35, 2.18, 3.45], [8.31, 2.43, 2.52], [7.21, 3.86, 1.76], [9.19, 5.41, 1.65], [10.12, 4.52, 3.14], [9.44, 3.02, 0.70], [3.03, 3.34, 2.38], [-0.13, -3.76, -0.89], [0.61, -2.73, 0.36], [1.00, -3.96, -2.25], [-0.51, -5.36, -0.19], [-1.64, -3.00, -1.48], [-3.34, -1.99, -4.91], [-4.40, -2.48, -3.57], [-2.19, -3.31, -5.27], [-4.32, -1.66, -6.36], [-2.44, -0.52, -4.46], [-4.00, -5.37, -8.58], [-5.26, -4.28, -9.21], [-4.08, -6.94, -9.42], [-2.39, -4.64, -8.84], [-4.26, -5.62, -6.83], [-8.16, -4.38, -6.06], [-7.81, -5.85, -5.10], [-9.60, -3.58, -5.40], [-6.77, -3.27, -5.97], [-8.45, -4.84, -7.75], [6.40, -5.64, -2.03], [4.65, -5.38, -2.31], [7.32, -5.00, -3.42], [6.90, -4.80, -0.54], [6.72, -7.39, -1.87], [7.00, 4.19, 8.92], [5.25, 4.45, 8.65], [7.92, 4.83, 7.54], [7.50, 5.03, 10.41], [7.32, 2.44, 9.09], [-10.10, -8.45, -9.74], [-9.44, -7.68, -8.28], [-11.88, -8.51, -9.62], [-9.64, -7.50, -11.18], [-9.46, -10.10, -9.89], [-1.28, 8.40, -0.50], [-0.93, 6.93, 0.45], [-2.73, 9.20, 0.16], [0.11, 9.51, -0.41], [-1.58, 7.94, -2.20], [-13.58, -3.58, -6.97], [-14.64, -4.06, -5.62], [-12.43, -4.89, -7.32], [-14.57, -3.25, -8.42], [-12.68, -2.11, -6.51], [-17.54, -2.46, -3.32], [-17.19, -3.92, -2.37], [-18.99, -1.65, -2.66], [-16.15, -1.34, -3.23], [-17.84, -2.91, -5.02], [1.21, 2.07, 8.08], [2.92, 1.58, 8.23], [0.75, 2.06, 6.36], [0.18, 0.93, 8.98], [1.00, 3.71, 8.74]]
}


{
  "formula": "C30H23CsF2IN3O4",
  "method": "wB97M-V/def2-TZVPD",
  "total_charge": -2,
  "total_energy_ev": -58225.975,
  "homo_energy_ev": -0.953,
  "gap_ev": 4.89,
  "symbols": ["Cs", "O", "C", "O", "C", "C", "C", "C", "C", "N", "C", "O", "O", "H", "H", "H", "H", "H", "I", "C", "C", "C", "C", "C", "C", "C", "C", "C", "C", "H", "H", "H", "H", "H", "H", "C", "N", "C", "C", "C", "C", "C", "N", "C", "C", "C", "C", "C", "C", "H", "H", "H", "H", "H", "H", "H", "H", "H", "H", "H", "F", "C", "F", "H"],
  "coordinates": [[-0.16, -0.68, -0.26], [-3.80, -0.26, -2.72], [-3.14, -1.10, -1.93], [-2.03, -1.51, -2.20], [-3.83, -1.48, -0.65], [-5.09, -2.07, -0.68], [-5.59, -2.49, 0.57], [-4.90, -2.26, 1.72], [-3.63, -1.55, 1.68], [-3.13, -1.21, 0.44], [-2.98, -1.23, 2.83], [-3.52, -1.48, 4.08], [-1.79, -0.47, 2.90], [-3.10, 0.11, -3.33], [-5.61, -2.23, -1.61], [-6.54, -3.01, 0.62], [-5.28, -2.61, 2.67], [-4.07, -0.73, 4.34], [1.32, -0.65, 3.16], [0.46, 1.07, 4.04], [1.38, 1.82, 4.72], [1.07, 3.08, 5.25], [-0.18, 3.59, 5.05], [-1.17, 2.86, 4.36], [-2.44, 3.44, 4.17], [-3.42, 2.75, 3.51], [-3.18, 1.44, 3.08], [-1.96, 0.83, 3.25], [-0.87, 1.54, 3.86], [2.39, 1.44, 4.84], [1.83, 3.63, 5.78], [-0.44, 4.58, 5.41], [-2.61, 4.44, 4.54], [-4.39, 3.20, 3.34], [-3.95, 0.87, 2.57], [2.42, 0.65, -2.83], [2.50, -0.26, -1.70], [2.64, -1.50, -1.96], [2.59, -2.58, -1.01], [2.70, -3.93, -1.40], [2.59, -4.68, -0.23], [2.40, -3.74, 0.80], [2.41, -2.47, 0.34], [3.70, 0.79, -3.63], [3.66, 1.02, -5.00], [4.83, 1.18, -5.73], [6.07, 1.11, -5.10], [6.11, 0.87, -3.73], [4.94, 0.71, -3.00], [2.14, 1.64, -2.45], [1.59, 0.38, -3.50], [2.76, -1.84, -3.00], [2.84, -4.29, -2.41], [2.61, -5.76, -0.12], [2.27, -3.94, 1.85], [2.70, 1.08, -5.50], [4.78, 1.36, -6.80], [6.98, 1.23, -5.66], [7.07, 0.81, -3.22], [4.97, 0.50, -1.94], [-1.84, 1.06, -3.93], [-1.28, 1.80, -2.70], [-0.56, 2.84, -3.36], [-2.23, 2.30, -2.45]]
}


Question: What is the formula in the second record?
Answer: C30H23Cl44F5INO4